Version one
# C81H171N9O9

A 9-piece molecular cluster, C81H171N9O9 overall (the ωB97M-V functional and the def2-TZVPD basis, the Open Molecules 2025 dataset).

Atoms and positions in Å:
1 C 1.5167 -10.7889 -0.5012
2 C 1.0865 -9.6370 -1.3735
3 C -0.2098 -8.9646 -0.7186
4 C -0.5488 -7.5803 -1.3045
5 C 0.6561 -6.6531 -1.2776
6 C 1.8544 -7.2436 -1.9604
7 N 2.1419 -8.5939 -1.4139
8 O 3.2430 -9.1404 -2.0580
9 C 1.6872 -7.2905 -3.5239
10 C 3.1709 -6.4278 -1.6232
11 C 0.6646 -10.1996 -2.7284
12 H 2.3157 -11.3652 -0.9680
13 H 0.7094 -11.5234 -0.2685
14 H 1.8501 -10.3869 0.4709
15 H -1.0306 -9.6395 -0.8956
16 H -0.0606 -8.8063 0.3369
17 H -1.4055 -7.2640 -0.7189
18 H -0.8779 -7.7114 -2.3190
19 H 0.8732 -6.4123 -0.2174
20 H 0.4336 -5.7200 -1.8012
21 H 0.8629 -7.8868 -3.9622
22 H 1.5443 -6.2345 -3.7861
23 H 2.6214 -7.7419 -3.9228
24 H 4.0320 -6.7578 -2.1769
25 H 3.1366 -5.3404 -1.6799
26 H 3.2553 -6.6378 -0.5556
27 H 0.0355 -11.0655 -2.4193
28 H 1.5451 -10.5265 -3.3188
29 H 0.0955 -9.5673 -3.4048
30 H 3.8892 -9.4405 -1.4354
31 C 1.7712 -1.6638 6.8724
32 C 1.7435 -1.5259 5.3393
33 C 1.3911 0.0271 5.0437
34 C 2.5598 0.9297 5.2611
35 C 3.7397 0.4653 4.4398
36 C 4.1821 -0.9885 4.8098
37 N 2.9948 -1.8536 4.6321
38 O 3.3825 -3.1665 4.9825
39 C 5.1953 -1.4800 3.8393
40 C 4.8706 -0.9770 6.2532
41 C 0.5877 -2.4078 4.7448
42 H 2.4192 -0.9975 7.4196
43 H 2.1178 -2.7116 7.0689
44 H 0.7367 -1.6067 7.2644
45 H 0.9542 0.1579 4.0397
46 H 0.5243 0.3829 5.5819
47 H 2.8776 0.8260 6.3255
48 H 2.2791 1.9695 5.0210
49 H 4.5779 1.1661 4.4371
50 H 3.3907 0.2965 3.4031
51 H 4.7992 -1.6126 2.8310
52 H 5.9757 -0.7199 3.8702
53 H 5.6670 -2.3962 4.1276
54 H 4.2880 -0.4474 7.0140
55 H 4.9828 -1.9929 6.6334
56 H 5.8285 -0.4695 6.1591
57 H 0.6951 -3.4073 5.1301
58 H 0.5130 -2.4332 3.6650
59 H -0.3581 -2.1350 5.1870
60 H 3.3653 -3.6758 4.1562
61 C 2.4134 4.5520 3.8224
62 C 2.2404 5.7775 2.8711
63 C 1.0488 5.5229 1.9186
64 C -0.2632 5.6252 2.6601
65 C -0.4826 6.9342 3.4294
66 C 0.7453 7.3001 4.3318
67 N 2.0027 7.0656 3.5541
68 O 3.0404 7.3617 4.4776
69 C 0.6975 8.7813 4.6640
70 C 0.6738 6.4347 5.5659
71 C 3.5405 5.9344 2.0994
72 H 1.5855 4.4387 4.5426
73 H 3.3778 4.6283 4.3417
74 H 2.3917 3.6128 3.2309
75 H 0.9838 6.1533 1.0149
76 H 1.2052 4.4968 1.5957
77 H -0.3940 4.7075 3.2536
78 H -1.1162 5.5812 1.9982
79 H -1.3487 6.8842 4.1052
80 H -0.7274 7.6510 2.6499
81 H 0.7828 9.3591 3.7650
82 H -0.2588 9.0165 5.1289
83 H 1.5362 8.9794 5.3526
84 H -0.1009 6.9510 6.1601
85 H 0.4788 5.4027 5.3266
86 H 1.5965 6.4983 6.1403
87 H 3.7010 5.1088 1.3891
88 H 4.3609 5.9495 2.8207
89 H 3.5815 6.8947 1.5915
90 H 3.4798 8.1250 4.0707
91 C 5.6244 0.2999 -1.1222
92 C 5.6065 1.8328 -1.3262
93 C 6.9395 2.5431 -1.0203
94 C 8.0150 2.2959 -2.0535
95 C 7.4987 2.7469 -3.4373
96 C 6.1572 2.0793 -3.8188
97 N 5.2020 2.2970 -2.6353
98 O 4.0005 1.6548 -2.9809
99 C 5.5441 2.6880 -5.0804
100 C 6.3916 0.6137 -4.0839
101 C 4.5617 2.4135 -0.3163
102 H 6.4809 -0.2474 -1.4854
103 H 4.7372 -0.1623 -1.5269
104 H 5.5706 0.1122 -0.0469
105 H 6.7839 3.6319 -0.9622
106 H 7.2227 2.1868 -0.0156
107 H 8.3564 1.2614 -2.0908
108 H 8.9035 2.8750 -1.7746
109 H 8.2501 2.4619 -4.1840
110 H 7.4447 3.8554 -3.4424
111 H 6.2656 2.6643 -5.9173
112 H 4.6384 2.2190 -5.3966
113 H 5.3110 3.7364 -4.8881
114 H 6.9909 0.5315 -4.9866
115 H 6.9266 0.1286 -3.2999
116 H 5.4741 0.0901 -4.2706
117 H 3.6517 1.8538 -0.4398
118 H 4.4302 3.4973 -0.3975
119 H 4.9722 2.2164 0.6861
120 H 3.3173 2.3414 -3.0376
121 C -6.3064 2.3916 -5.0286
122 C -4.7809 2.6433 -4.8288
123 C -4.5225 2.4342 -3.3030
124 C -4.4617 0.9086 -2.9265
125 C -3.5393 0.1372 -3.8353
126 C -3.9198 0.2761 -5.3253
127 N -3.8657 1.6737 -5.5869
128 O -4.1387 1.8090 -6.9706
129 C -2.8991 -0.4473 -6.2031
130 C -5.2670 -0.4358 -5.4949
131 C -4.5239 3.9795 -5.4538
132 H -6.8694 3.2882 -4.6702
133 H -6.6485 1.5328 -4.4922
134 H -6.5428 2.3445 -6.0798
135 H -3.5603 2.9036 -3.0994
136 H -5.3654 2.8916 -2.7612
137 H -5.4822 0.5389 -2.9904
138 H -4.1044 0.8438 -1.9064
139 H -3.6554 -0.8919 -3.4858
140 H -2.5016 0.4482 -3.6503
141 H -2.8426 -1.4326 -5.7190
142 H -3.3226 -0.5065 -7.2055
143 H -1.9320 0.1058 -6.1573
144 H -5.0762 -1.5040 -5.5448
145 H -6.0441 -0.2756 -4.7299
146 H -5.7702 -0.1887 -6.4182
147 H -4.8877 4.8172 -4.8482
148 H -5.0086 4.0490 -6.4186
149 H -3.4654 4.1079 -5.6765
150 H -3.3955 2.1981 -7.4512
151 C -5.0982 -4.0769 0.4439
152 C -3.7589 -4.7599 0.2533
153 C -2.7181 -4.0440 1.2506
154 C -3.0224 -4.4539 2.6961
155 C -2.9628 -5.9443 2.9296
156 C -3.8661 -6.7342 1.9681
157 N -3.6998 -6.2178 0.5669
158 O -4.5779 -6.9010 -0.3010
159 C -3.4060 -8.2034 1.9476
160 C -5.3321 -6.6310 2.4914
161 C -3.3355 -4.5476 -1.2056
162 H -4.9918 -3.0721 0.0235
163 H -5.4126 -4.0216 1.4912
164 H -5.8594 -4.6069 -0.1273
165 H -1.7187 -4.4249 0.9585
166 H -2.7346 -2.9545 0.9922
167 H -3.8937 -3.9379 3.0791
168 H -2.2566 -3.9312 3.2848
169 H -3.1988 -6.1539 3.9819
170 H -1.9342 -6.2844 2.8460
171 H -3.5100 -8.6334 2.9304
172 H -4.0307 -8.7987 1.2713
173 H -2.3789 -8.2241 1.5113
174 H -5.6741 -5.6517 2.7992
175 H -5.9943 -7.0700 1.7535
176 H -5.3729 -7.2803 3.3843
177 H -4.1687 -4.8827 -1.8514
178 H -2.4031 -5.0816 -1.4140
179 H -3.1760 -3.4871 -1.4776
180 H -4.0421 -7.5452 -0.7617
181 C 0.0923 -2.5097 -0.8569
182 C 1.1607 -1.4249 -0.6601
183 C 1.5517 -0.9299 -2.0611
184 C 0.5929 0.1097 -2.6689
185 C 0.2225 1.2092 -1.6870
186 C -0.2329 0.6836 -0.3197
187 N 0.7944 -0.2472 0.2119
188 O 0.2520 -0.7989 1.3819
189 C -0.4046 1.7982 0.7706
190 C -1.6283 0.0226 -0.5086
191 C 2.3630 -2.0398 0.0582
192 H -0.4557 -2.6881 0.0578
193 H 0.6266 -3.3852 -1.2207
194 H -0.6472 -2.2754 -1.6163
195 H 2.5773 -0.5166 -2.0458
196 H 1.6419 -1.7716 -2.7454
197 H -0.2512 -0.4707 -3.0457
198 H 1.0092 0.5775 -3.5678
199 H -0.5401 1.8772 -2.1061
200 H 1.0840 1.9017 -1.5890
201 H 0.5621 2.0508 1.2247
202 H -0.7913 2.6932 0.2899
203 H -1.1144 1.4468 1.5191
204 H -2.3238 0.8732 -0.6809
205 H -1.6081 -0.6852 -1.3531
206 H -2.0147 -0.3925 0.4175
207 H 2.8659 -2.8371 -0.5135
208 H 2.0525 -2.4769 0.9995
209 H 2.9971 -1.1631 0.2761
210 H 0.8429 -0.6281 2.1210
211 C -5.3930 0.4163 0.8069
212 C -5.3407 0.3362 2.3522
213 C -5.6320 -1.1221 2.8012
214 C -5.3451 -1.3366 4.2735
215 C -3.9411 -0.9558 4.7006
216 C -3.6186 0.5281 4.2706
217 N -3.9761 0.6757 2.8020
218 O -3.8134 2.0260 2.5688
219 C -4.3656 1.4629 5.1869
220 C -2.1178 0.8144 4.3303
221 C -6.4664 1.1941 2.8654
222 H -6.3359 -0.0022 0.4357
223 H -4.5787 -0.1048 0.3085
224 H -5.3299 1.5046 0.5284
225 H -6.7171 -1.2858 2.6028
226 H -5.0335 -1.8379 2.2007
227 H -5.4604 -2.4023 4.5387
228 H -6.0271 -0.7860 4.9321
229 H -3.1886 -1.6414 4.2731
230 H -3.7782 -0.9654 5.7781
231 H -4.1507 2.5123 4.9608
232 H -5.4310 1.3306 5.3377
233 H -3.9241 1.3700 6.1779
234 H -1.6927 0.7171 5.3391
235 H -1.6135 0.2115 3.5700
236 H -1.8909 1.8688 4.1066
237 H -6.5435 1.2227 3.9366
238 H -7.3913 0.7518 2.4827
239 H -6.2975 2.2048 2.4888
240 H -3.0746 2.0339 1.9154
241 C -1.2390 7.0929 -4.1720
242 C -0.2947 5.8565 -3.8954
243 C -0.1445 4.9648 -5.1010
244 C 0.9987 3.9583 -4.9782
245 C 2.3182 4.6985 -4.6608
246 C 2.1852 5.5882 -3.3772
247 N 1.0217 6.4578 -3.5912
248 O 0.8189 7.1885 -2.3701
249 C 2.0757 4.6151 -2.1969
250 C 3.3853 6.4907 -3.0937
251 C -0.8692 4.9729 -2.7728
252 H -0.8476 7.6918 -5.0054
253 H -1.2723 7.7473 -3.3082
254 H -2.2311 6.8027 -4.4661
255 H -1.1031 4.4690 -5.2399
256 H -0.0287 5.6371 -5.9526
257 H 0.9992 3.3681 -5.8999
258 H 0.8321 3.3037 -4.1343
259 H 2.7545 5.1663 -5.5493
260 H 3.0514 3.9090 -4.4430
261 H 1.7305 5.1271 -1.2900
262 H 1.2991 3.8945 -2.3934
263 H 3.0501 4.1666 -2.0224
264 H 4.2624 5.9296 -3.3281
265 H 3.2577 7.3821 -3.7018
266 H 3.4442 6.7931 -2.0472
267 H -1.8780 5.3000 -2.5516
268 H -0.4078 5.0967 -1.7727
269 H -1.0556 3.9587 -3.1271
270 H 1.1253 8.0925 -2.5135

Computed properties:
E_LUMO	0.5	eV
2S+1	1
orbital gap	8.819	eV
structure (SMILES)	CC1(C)CCCC(C)(C)N1O.CC1(C)CCCC(C)(C)N1O.CC1(C)CCCC(C)(C)N1O.CC1(C)CCCC(C)(C)N1O.CC1(C)CCCC(C)(C)N1O.CC1(C)CCCC(C)(C)N1O.CC1(C)CCCC(C)(C)N1O.CC1(C)CCCC(C)(C)N1O.CC1(C)CCCC(C)(C)N1O



Version two
# C81H171N9O9

A 9-piece molecular cluster, C81H171N9O9 overall (the ωB97M-V functional and the def2-TZVPD basis, the Open Molecules 2025 dataset).

Atoms and positions in Å:
1 C 13.8187 20.7772 30.6164
2 C 12.7944 19.6024 30.2429
3 C 13.3468 18.8541 28.9764
4 C 14.4233 17.8246 29.4256
5 C 13.8744 16.8689 30.4972
6 C 13.3499 17.6140 31.7662
7 N 12.4154 18.6539 31.3457
8 O 11.8689 19.3114 32.4654
9 C 12.4181 16.5354 32.4989
10 C 14.7068 17.9246 32.4821
11 C 11.5049 20.3414 29.7608
12 H 14.6768 20.2802 31.0691
13 H 13.2954 21.4932 31.2500
14 H 14.2889 21.4138 29.8670
15 H 12.6239 18.3228 28.3572
16 H 14.0023 19.4505 28.3418
17 H 15.2977 18.4442 29.6248
18 H 14.7715 17.1549 28.6392
19 H 14.7250 16.1877 30.5208
20 H 12.9845 16.4508 30.0268
21 H 13.1079 16.0629 33.1982
22 H 11.7725 16.8734 33.3095
23 H 11.8205 15.7497 32.0366
24 H 15.4500 18.4794 31.9094
25 H 14.3895 18.5173 33.3400
26 H 15.1058 17.0106 32.9219
27 H 11.6339 21.0878 28.9771
28 H 11.2153 20.9227 30.6363
29 H 10.7465 19.6515 29.3905
30 H 11.0194 18.8774 32.5732
31 C 7.0899 14.8829 31.3284
32 C 6.2371 15.9144 30.5428
33 C 7.3604 16.6588 29.7556
34 C 6.7807 17.6229 28.7904
35 C 5.8631 16.8807 27.7619
36 C 4.7955 16.0730 28.4242
37 N 5.3217 15.2489 29.5967
38 O 4.2988 14.6267 30.4183
39 C 3.7235 17.1286 28.8371
40 C 4.2977 15.0385 27.3714
41 C 5.4908 17.0483 31.5288
42 H 6.4449 14.3275 32.0093
43 H 7.9077 15.2021 31.9744
44 H 7.5011 14.1621 30.6217
45 H 7.9973 17.2714 30.3938
46 H 8.0861 16.0013 29.2769
47 H 7.6058 18.0666 28.2332
48 H 6.1996 18.4541 29.1899
49 H 6.5120 16.1967 27.2149
50 H 5.5752 17.6297 27.0242
51 H 3.4895 17.8391 28.0443
52 H 2.8369 16.5581 29.1138
53 H 3.9453 17.7160 29.7282
54 H 3.2237 14.8524 27.3723
55 H 4.4709 15.3016 26.3279
56 H 4.8361 14.1143 27.5815
57 H 5.5639 18.0810 31.1877
58 H 6.0023 17.0782 32.4909
59 H 4.4633 16.7767 31.7707
60 H 4.6352 13.7294 30.3612
61 C 6.4992 9.6924 23.7402
62 C 6.9802 10.7559 24.7611
63 C 5.8854 11.8994 25.0168
64 C 4.6227 11.3795 25.8998
65 C 5.0986 10.8551 27.2256
66 C 6.2649 9.8263 27.1064
67 N 7.3056 10.1675 26.0814
68 O 8.4056 9.1720 25.9437
69 C 6.9001 9.8180 28.4672
70 C 5.4779 8.4930 26.8751
71 C 8.2238 11.4332 24.0992
72 H 6.3152 10.1894 22.7877
73 H 5.4914 9.3062 23.8931
74 H 7.1320 8.8473 23.4692
75 H 6.2508 12.6145 25.7539
76 H 5.5544 12.4682 24.1478
77 H 4.0130 10.5409 25.5636
78 H 3.8800 12.1587 26.0710
79 H 4.2650 10.3270 27.6886
80 H 5.3152 11.6450 27.9449
81 H 6.1542 9.6967 29.2528
82 H 7.5836 8.9753 28.5706
83 H 7.5420 10.6979 28.5075
84 H 4.8696 8.4993 25.9706
85 H 6.2214 7.7388 26.6170
86 H 4.7568 8.1594 27.6213
87 H 8.5565 12.2649 24.7202
88 H 7.9434 11.7728 23.1021
89 H 9.0328 10.7049 24.0424
90 H 9.1339 9.7970 25.9692
91 C 13.3566 15.6499 25.1218
92 C 14.6776 15.7312 24.3024
93 C 15.8432 15.0340 25.0067
94 C 15.8203 13.5084 24.8208
95 C 15.8152 13.1591 23.4109
96 C 14.6682 13.8763 22.6208
97 N 14.5871 15.3290 22.9159
98 O 13.7566 16.0562 22.1098
99 C 14.8583 13.7582 21.1054
100 C 13.3305 13.1756 23.0330
101 C 15.1367 17.2152 24.1730
102 H 12.4660 15.8942 24.5428
103 H 13.4017 16.4940 25.8100
104 H 13.1805 14.7652 25.7337
105 H 16.7692 15.4971 24.6657
106 H 15.7127 15.2218 26.0724
107 H 14.9304 13.0491 25.2512
108 H 16.6972 13.1094 25.3307
109 H 15.5986 12.0985 23.2829
110 H 16.7568 13.2490 22.8693
111 H 14.8880 12.7117 20.8020
112 H 14.0464 14.1944 20.5234
113 H 15.7362 14.2319 20.6661
114 H 13.2513 12.1498 22.6730
115 H 13.0749 13.1755 24.0926
116 H 12.5208 13.6837 22.5092
117 H 16.0176 17.5037 23.5995
118 H 15.2375 17.6769 25.1552
119 H 14.3531 17.8016 23.6932
120 H 14.3253 16.2801 21.3696
121 C 12.1511 9.8213 34.3433
122 C 10.8994 10.3807 35.1427
123 C 9.8444 10.7854 34.1120
124 C 8.7726 9.8470 33.6253
125 C 8.1750 8.9834 34.7908
126 C 9.3998 8.3305 35.6196
127 N 10.3096 9.3896 36.0889
128 O 11.1675 8.8486 36.9350
129 C 8.6660 7.5718 36.7808
130 C 10.1805 7.3010 34.7154
131 C 11.2855 11.6923 35.9855
132 H 12.7243 10.6602 33.9485
133 H 11.9880 9.2679 33.4185
134 H 12.7983 9.2519 35.0103
135 H 9.4893 11.7334 34.5160
136 H 10.4110 11.0533 33.2202
137 H 9.1476 9.1845 32.8452
138 H 7.8912 10.3307 33.2042
139 H 7.6051 8.0894 34.5375
140 H 7.5951 9.5655 35.5070
141 H 8.3055 8.2783 37.5285
142 H 7.8743 6.8270 36.6990
143 H 9.4675 7.1706 37.4010
144 H 10.4040 7.7658 33.7551
145 H 11.1348 6.9583 35.1154
146 H 9.5438 6.4540 34.4596
147 H 11.5848 12.3490 35.1685
148 H 12.2566 11.6661 36.4799
149 H 10.4332 12.0594 36.5573
150 H 10.4876 8.7997 37.6110
151 C 9.8177 12.3128 29.6612
152 C 11.2267 12.5179 29.1080
153 C 12.3124 12.3415 30.2599
154 C 12.4710 10.9741 30.8082
155 C 12.8511 9.9936 29.6169
156 C 11.9865 10.1561 28.3362
157 N 11.6608 11.5676 28.0228
158 O 11.2362 11.7544 26.7902
159 C 12.8876 9.5334 27.2108
160 C 10.7158 9.2641 28.3835
161 C 11.2617 14.0510 28.6299
162 H 9.5210 13.0422 30.4149
163 H 9.7132 11.4258 30.2860
164 H 9.1106 12.1786 28.8426
165 H 13.1833 12.8351 29.8285
166 H 12.1004 13.0528 31.0582
167 H 11.6726 10.5782 31.4358
168 H 13.4050 11.0035 31.3693
169 H 12.5718 9.0564 30.0984
170 H 13.9278 10.0593 29.4608
171 H 13.3124 8.6120 27.6092
172 H 12.3621 9.0916 26.3642
173 H 13.6978 10.2218 26.9701
174 H 10.6638 8.4195 27.6965
175 H 10.5297 8.8398 29.3701
176 H 9.7449 9.7577 28.4260
177 H 12.2326 14.3378 28.2259
178 H 10.9618 14.8505 29.3074
179 H 10.5630 14.2195 27.8104
180 H 12.0582 12.0168 26.3694
181 C 16.1507 12.1368 34.3643
182 C 17.3595 13.1194 34.2139
183 C 16.7348 14.5364 33.9319
184 C 17.7512 15.6071 34.2681
185 C 18.1293 15.5559 35.7138
186 C 18.9643 14.2205 35.9784
187 N 18.2088 13.0657 35.3950
188 O 18.8246 11.8465 35.6460
189 C 20.3782 14.1840 35.3991
190 C 19.0899 13.9512 37.5331
191 C 18.2396 12.8233 32.9865
192 H 15.4453 12.5035 33.6186
193 H 15.7380 12.2181 35.3699
194 H 16.5731 11.1479 34.1860
195 H 16.4487 14.6471 32.8860
196 H 15.8060 14.7219 34.4715
197 H 17.3814 16.6051 34.0329
198 H 18.6321 15.3471 33.6812
199 H 17.2267 15.4293 36.3116
200 H 18.6651 16.4503 36.0317
201 H 20.8686 13.2626 35.7132
202 H 20.4561 14.2798 34.3161
203 H 20.9232 14.9974 35.8782
204 H 18.9423 14.8479 38.1349
205 H 18.2663 13.3187 37.8644
206 H 20.0614 13.5910 37.8717
207 H 18.5922 11.7941 32.9197
208 H 19.1331 13.4451 33.0437
209 H 17.7247 13.1598 32.0866
210 H 19.3309 11.6756 34.8485
211 C 11.7830 3.8776 31.7340
212 C 12.6226 4.5724 30.6721
213 C 12.8931 5.9548 31.3754
214 C 14.2573 6.5790 30.9661
215 C 15.3671 5.6164 31.1823
216 C 15.0688 4.3546 30.2618
217 N 13.8120 3.7070 30.6856
218 O 13.5654 2.6090 29.8800
219 C 15.2363 4.7689 28.7519
220 C 16.3356 3.4711 30.4415
221 C 11.8712 4.6840 29.3680
222 H 12.3486 3.8370 32.6648
223 H 11.5190 2.8886 31.3595
224 H 10.8907 4.4685 31.9406
225 H 12.1331 6.6924 31.1178
226 H 12.8822 5.7964 32.4537
227 H 14.4722 7.4189 31.6268
228 H 14.2248 6.9795 29.9528
229 H 15.3731 5.3174 32.2304
230 H 16.2800 6.1387 30.8961
231 H 15.3626 3.9831 28.0072
232 H 14.3011 5.0930 28.2952
233 H 15.9661 5.5569 28.5660
234 H 16.4629 2.7095 29.6721
235 H 17.2154 4.1010 30.3107
236 H 16.2617 3.0163 31.4293
237 H 11.1667 5.5121 29.4449
238 H 11.2295 3.8267 29.1649
239 H 12.4063 4.8652 28.4358
240 H 14.1111 1.8898 30.2065
241 C 6.9411 17.9252 21.1581
242 C 7.5239 18.1990 22.5992
243 C 7.3873 17.0719 23.6248
244 C 8.4822 16.1430 23.5899
245 C 9.8000 16.8799 23.6657
246 C 10.1299 17.8747 22.5404
247 N 8.8364 18.6875 22.6108
248 O 9.0509 19.8247 21.8934
249 C 11.4620 18.6077 23.0939
250 C 10.4706 17.1937 21.2465
251 C 6.5175 19.2431 23.1592
252 H 7.2930 18.6362 20.4107
253 H 5.8604 17.7839 21.1692
254 H 7.3361 16.9765 20.7946
255 H 7.1720 17.3194 24.6643
256 H 6.5668 16.4094 23.3491
257 H 8.3356 15.6847 22.6119
258 H 8.5416 15.3676 24.3537
259 H 10.5746 16.1247 23.7989
260 H 9.7581 17.4370 24.6017
261 H 12.3863 18.3044 22.6023
262 H 11.4035 19.6912 22.9898
263 H 11.5362 18.4669 24.1722
264 H 10.6574 17.9626 20.4968
265 H 11.4216 16.6622 21.2793
266 H 9.7360 16.5752 20.7309
267 H 6.5395 20.2582 22.7628
268 H 6.6427 19.3832 24.2328
269 H 5.4807 18.9707 22.9619
270 H 9.0378 20.4699 22.6041

Computed properties:
E_LUMO	0.2	eV
2S+1	1
orbital gap	8.073	eV
structure (SMILES)	CC1(C)CCCC(C)(C)N1O.CC1(C)CCCC(C)(C)N1O.CC1(C)CCCC(C)(C)N1O.CC1(C)CCCC(C)(C)N1O.CC1(C)CCCC(C)(C)N1O.CC1(C)CCCC(C)(C)N1O.CC1(C)CCCC(C)(C)N1O.CC1(C)CCCC(C)(C)N1O.CC1(C)CCCC(C)(C)N1O



Ranking the structures above by stability puts version one first and version two last.